Entry 1:
The following is a quantum chemistry calculation of a structure of composition C25H21N5O12RhS in a non-equilibrium geometry, from the Open Molecules 2025 dataset.

```
65
C25H21N5O12RhS | the Open Molecules 2025 dataset | ωB97M-V with the def2-TZVPD basis set
Rh -0.58740 -0.96070 -0.07310
O -2.02400 2.63620 1.98510
C -1.32210 1.68300 1.43210
O -1.05180 1.60640 0.25020
C -0.79460 0.67090 2.39790
C -0.91420 0.77730 3.76640
C -0.30240 -0.18820 4.58010
C 0.48820 -1.14980 3.99370
C 0.60650 -1.18670 2.59430
N -0.10610 -0.32480 1.80660
C 1.42310 -2.08360 1.81280
O 2.45900 -2.73300 2.32990
O 1.13610 -2.26960 0.60760
H -2.43380 3.21940 1.32480
H -1.45940 1.60250 4.19550
H -0.41990 -0.15000 5.65100
H 0.98710 -1.89010 4.60130
H 2.72990 -2.39760 3.19570
O -1.22110 -1.35530 -4.11670
C -1.40920 -0.98270 -2.98320
O -0.55830 -1.02900 -2.03750
C -2.78880 -0.39220 -2.64410
C -3.58850 -0.07470 -3.72390
C -4.88490 0.38520 -3.53580
C -5.38850 0.58050 -2.25260
C -4.56900 0.34200 -1.17870
C -3.22590 -0.16380 -1.30690
O -2.58820 -0.40320 -0.23540
N -5.02880 0.65110 0.16270
O -4.28480 1.30500 0.85680
O -6.11470 0.23510 0.47240
N -5.71580 0.67280 -4.69710
O -6.82770 1.08020 -4.46700
O -5.22430 0.48840 -5.78090
H -3.20730 -0.20650 -4.72890
H -6.39990 0.93930 -2.11320
C 1.38190 -7.05190 -3.16890
C 0.86080 -5.75090 -2.57620
C 0.93820 -5.78790 -1.04430
N 0.17570 -4.70280 -0.46090
C -1.13060 -4.63170 -0.36900
S -1.92260 -3.15490 0.02340
N -1.96760 -5.66960 -0.58300
C -1.92330 -7.05900 -0.25640
O -2.65130 -7.79350 -0.86180
C -1.05830 -7.45290 0.86800
C -0.77110 -8.81340 1.00830
C 0.00860 -9.25560 2.05820
C 0.51750 -8.34590 2.97180
C 0.20560 -6.99860 2.86240
C -0.59970 -6.55430 1.83310
H 1.40040 -6.98370 -4.25290
H 0.73390 -7.88000 -2.88890
H 2.39060 -7.26030 -2.82110
H -0.17840 -5.61160 -2.87930
H 1.43890 -4.90540 -2.94930
H 1.96750 -5.66290 -0.71050
H 0.57070 -6.74940 -0.68270
H 0.68840 -3.83830 -0.27320
H -2.88810 -5.39720 -0.91410
H -1.17210 -9.50990 0.28960
H 0.20290 -10.31070 2.17300
H 1.14180 -8.68320 3.78300
H 0.56290 -6.29520 3.59880
H -0.89950 -5.51870 1.80180
```

The calculation puts the lowest unoccupied orbital energy (alpha / beta) at -5.68 / -5.68 eV. The value obtained for the energy above the lowest of the compared OMol25 structures with the same formula, charge and spin is 60.22 kcal/mol. For the frontier orbital gap (alpha / beta), the calculation gives 5.2 / 5.2 eV. The value obtained for the total energy is -2650.28217 Eh. Its HOMO energy (alpha / beta) is -10.90 / -10.90 eV. As for the total charge: +1.

Atomic partial charges in e from the Löwdin method, atoms 1 to 8:
1 Rh 1.12
2 O 0.17
3 C -0.47
4 O 0.11
5 C -0.11
6 C 0.08
7 C 0.03
8 C 0.04

***

Entry 2:
The following is a quantum chemistry calculation of a structure of composition C38H39N2OP3V in a non-equilibrium geometry, from the Open Molecules 2025 dataset.

```
84
C38H39N2OP3V | the Open Molecules 2025 dataset | ωB97M-V with the def2-TZVPD basis set
C 1.73849 -4.33543 -2.15697
C 1.87007 -2.96652 -1.91469
C 0.91925 -2.09996 -2.52424
C -0.10424 -2.60753 -3.32375
C -0.18802 -3.98466 -3.57072
C 0.72012 -4.84356 -2.97028
C -1.09217 -1.63135 -3.75617
C -0.47897 -0.35333 -4.15855
C 0.56955 0.07480 -3.33525
C 1.09342 1.38729 -3.43813
C 0.49418 2.24183 -4.36536
C -0.54968 1.81833 -5.19076
C -1.01979 0.51322 -5.11341
H 2.47118 -4.98911 -1.70016
H -0.99670 -4.35298 -4.20931
H 0.66518 -5.91660 -3.12532
H -1.87371 -2.00599 -4.41398
H 0.88955 3.24956 -4.45117
H -0.97542 2.51204 -5.90650
H -1.83766 0.15738 -5.73982
N 0.88894 -0.73551 -2.24460
V 0.72309 -0.10141 -0.30549
C 2.94249 -2.43506 -0.98484
H 3.58000 -1.66017 -1.44697
H 3.56355 -3.24801 -0.58918
C 2.19700 1.87555 -2.50769
H 3.08665 1.22372 -2.53650
H 2.49208 2.90707 -2.74847
P 2.19653 -1.65975 0.48836
P 1.61262 1.95651 -0.76942
C 0.33073 3.24280 -0.82483
H 0.01505 3.47808 0.19811
H 0.74561 4.13816 -1.30483
H -0.54420 2.89937 -1.39496
C 3.00244 2.58898 0.18085
H 3.26356 3.58158 -0.21577
H 2.71110 2.66348 1.23760
H 3.84971 1.89501 0.07846
C 1.29945 -3.03796 1.27591
H 1.99293 -3.88533 1.37499
H 0.93740 -2.70614 2.26165
H 0.43990 -3.34473 0.66274
C 3.53510 -1.23895 1.60662
H 3.10096 -0.99989 2.58981
H 4.21318 -2.10142 1.67988
H 4.06147 -0.36017 1.20879
C -1.51914 -0.43547 -1.58645
O -2.12412 0.53768 -1.33044
H -1.78817 -1.10715 -2.69924
N 0.03315 0.16548 1.24015
P -0.74439 0.27793 2.69215
C -2.44117 -0.18647 2.33913
C -2.67562 -1.44870 1.77370
C -3.96814 -1.83074 1.41157
C -5.04260 -0.96343 1.64156
C -4.81702 0.28749 2.22452
C -3.52477 0.67679 2.58054
C 0.04043 -0.86095 3.85063
C 1.30713 -0.51716 4.36019
C 1.93602 -1.34215 5.29307
C 1.29537 -2.49679 5.75441
C 0.01934 -2.81820 5.28413
C -0.61918 -1.99659 4.35107
C -0.76821 1.83734 3.60327
C -0.10624 2.97139 3.10716
C -0.09906 4.16011 3.84297
C -0.74300 4.23498 5.08231
C -1.39736 3.10847 5.59026
C -1.41680 1.91913 4.85865
H -1.84248 -2.14930 1.63478
H -4.13160 -2.81440 0.97526
H -6.05670 -1.27462 1.38453
H -5.65920 0.95511 2.42137
H -3.35610 1.64044 3.06780
H 1.77466 0.42545 4.06590
H 2.91897 -1.05874 5.67774
H 1.77967 -3.12692 6.50242
H -0.49803 -3.69925 5.66474
H -1.64403 -2.20604 4.03949
H 0.40734 2.91286 2.14468
H 0.41998 5.03313 3.44305
H -0.73434 5.16355 5.65676
H -1.89322 3.16095 6.56182
H -1.93721 1.04982 5.26779
```

The calculation puts the lowest unoccupied orbital energy (alpha / beta) at -2.49 / -2.53 eV. For the frontier orbital gap (alpha / beta), the calculation gives 6.4 / 6.5 eV. The value obtained for the total energy is -3624.03451 Eh. Its HOMO energy (alpha / beta) is -8.93 / -9.00 eV. As for the total charge: +1. As for the spin multiplicity: 3.

Atomic partial charges in e from the Löwdin method, atoms 1 to 8:
1 C -0.04
2 C -0.21
3 C -0.20
4 C -0.16
5 C -0.02
6 C -0.08
7 C -0.07
8 C -0.18

***

Entry 3:
The following is a quantum chemistry calculation of a structure of composition C2HFLuO in a non-equilibrium geometry, from the Open Molecules 2025 dataset.

```
6
C2HFLuO | the Open Molecules 2025 dataset | ωB97M-V with the def2-TZVPD basis set
H -0.34479 1.22392 1.00065
O -1.09086 0.73345 -0.65936
C 0.03607 0.62810 0.10509
C 0.62322 -0.59191 0.10192
F 1.41892 -0.94260 1.18336
Lu -0.64257 -1.05096 -1.73166
```

The calculation puts the lowest unoccupied orbital energy at -6.82 eV. The value obtained for the energy above the lowest of the compared OMol25 structures with the same formula, charge and spin is 30.95 kcal/mol. For the frontier orbital gap, the calculation gives 6.2 eV. The value obtained for the total energy is -1487.03198 Eh. Its HOMO energy is -13.01 eV. As for the total charge: +1.

How positive or negative is each atom? The Löwdin charges in e answer that:
1 H 0.17
2 O -0.40
3 C -0.32
4 C -0.36
5 F -0.04
6 Lu 1.95

***

Entry 4:
The following is a quantum chemistry calculation of a cluster of 2 separate species, C35H31FO2P in total in a non-equilibrium geometry, from the Open Molecules 2025 dataset.

```
70
C35H31FO2P | the Open Molecules 2025 dataset | ωB97M-V with the def2-TZVPD basis set
C -1.81734 3.33987 4.07605
C -1.98925 1.86451 3.76921
O -1.37136 1.49915 2.55731
C -1.62555 0.16807 2.26329
C -0.97849 -0.32074 1.13690
P -1.16526 -2.03416 0.65053
C -2.67680 -2.25748 -0.29054
C -2.73594 -3.19564 -1.29435
C -3.90585 -3.35238 -2.01473
C -5.00367 -2.56857 -1.71871
C -4.94289 -1.64225 -0.69536
C -3.77405 -1.49444 0.02809
C 0.23870 -2.41130 -0.40656
C 1.12114 -3.41235 -0.07628
C 2.21478 -3.65251 -0.88605
C 2.41067 -2.88657 -2.01890
C 1.51824 -1.88506 -2.34759
C 0.42259 -1.65088 -1.53791
C -1.17642 -3.10648 2.09339
C -2.22731 -3.96224 2.32759
C -2.22229 -4.75901 3.45718
C -1.16095 -4.69355 4.33827
C -0.10647 -3.83640 4.09465
C -0.11768 -3.03765 2.96687
O -2.38073 -0.54425 2.94102
H -2.27954 3.61307 5.02678
H -0.75990 3.60608 4.12674
H -2.26573 3.95319 3.29258
H -1.54847 1.23693 4.55669
H -3.05020 1.58509 3.69635
H -0.35485 0.32461 0.55720
H -1.87019 -3.80307 -1.50385
H -3.95962 -4.08550 -2.80307
H -5.91316 -2.68466 -2.28494
H -5.80296 -1.03758 -0.46013
H -3.70721 -0.80657 0.85606
H 0.94868 -3.99861 0.81118
H 2.91031 -4.43560 -0.63264
H 3.26275 -3.07225 -2.65106
H 1.67459 -1.28220 -3.22660
H -0.29536 -0.88311 -1.78177
H -3.04722 -3.99714 1.62940
H -3.04417 -5.42883 3.64989
H -1.15589 -5.31126 5.22090
H 0.72438 -3.78842 4.77874
H 0.69139 -2.35518 2.76020
F 0.04327 2.81049 -5.31304
C 1.15709 2.31377 -4.71836
C 1.85780 1.27461 -5.30963
C 2.99923 0.77949 -4.71189
C 3.46275 1.32342 -3.54152
C 2.79341 2.40014 -2.91725
C 3.37173 2.93544 -1.73510
C 3.03824 4.02412 -0.88541
C 3.86920 4.25404 0.23516
C 3.62985 5.28933 1.10310
C 2.55498 6.13577 0.90131
C 1.72172 5.94335 -0.18586
C 1.95966 4.91745 -1.06790
C 1.60909 2.85256 -3.53490
H 1.49841 0.86841 -6.23785
H 3.53158 -0.03482 -5.17271
H 4.35620 0.92969 -3.08788
H 4.26761 2.41942 -1.43023
H 4.70986 3.60194 0.40344
H 4.28538 5.44927 1.94337
H 2.37365 6.94758 1.58635
H 0.88634 6.60845 -0.34147
H 1.31916 4.82951 -1.91960
H 0.99834 3.60988 -3.09410
```

The calculation puts the lowest unoccupied orbital energy at -6.13 eV. The value obtained for the energy above the lowest of the compared OMol25 structures with the same formula, charge and spin is 62.30 kcal/mol. For the frontier orbital gap, the calculation gives 2.9 eV. The value obtained for the total energy is -1943.72258 Eh. Its HOMO energy is -9.03 eV. As for the total charge: +1.

Atomic partial charges in e from the Löwdin method, atoms 1 to 8:
1 C -0.07
2 C -0.28
3 O -0.04
4 C -0.61
5 C -0.17
6 P 1.09
7 C -0.32
8 C -0.08

***

Entry 5:
The following is a quantum chemistry calculation of a cluster of 3 separate species, C5H9N3 in total in a non-equilibrium geometry, from the Open Molecules 2025 dataset.

```
17
C5H9N3 | the Open Molecules 2025 dataset | ωB97M-V with the def2-TZVPD basis set
C 1.73712 0.28506 -0.68487
C 0.26421 0.39855 -0.10983
C -0.56180 1.46216 -0.04732
C -1.92268 1.35378 0.47017
C -0.28550 -0.96347 0.58751
H 0.75950 -0.64499 -2.14448
H 1.97540 -1.76277 -1.25793
H 2.25402 -0.09618 0.18884
H 1.98810 1.24418 -0.92322
H -0.54157 2.43081 -0.52664
H -2.53148 2.28389 0.41792
H -1.90984 -1.49259 1.78544
H 0.88705 -0.97471 1.58552
H 0.11230 -2.41142 -0.18594
N 1.79269 -0.75022 -1.64696
N -2.35086 0.37496 1.21209
N -1.66667 -0.73703 1.27970
```

The calculation puts the lowest unoccupied orbital energy at 0.20 eV. The value obtained for the energy above the lowest of the compared OMol25 structures with the same formula, charge and spin is 181.73 kcal/mol. For the frontier orbital gap, the calculation gives 8.0 eV. The value obtained for the total energy is -359.90766 Eh. Its HOMO energy is -7.76 eV.

Atomic partial charges in e from the Löwdin method, atoms 1 to 8:
1 C -0.31
2 C -0.25
3 C -0.07
4 C -0.17
5 C -0.09
6 H 0.15
7 H 0.10
8 H 0.09

***

Entry 6:
The following is a quantum chemistry calculation of a structure of composition C32H50ClN7O5 in a non-equilibrium geometry, from the Open Molecules 2025 dataset.

```
95
C32H50ClN7O5 | the Open Molecules 2025 dataset | ωB97M-V with the def2-TZVPD basis set
C 2.11955 2.49327 -3.49357
C 1.86171 0.98476 -3.91145
N 1.22544 0.13246 -2.76421
C -0.18479 0.76677 -2.55053
C 1.07288 -1.40435 -3.16619
C 0.63194 -2.38812 -2.02716
C 2.09438 0.23247 -1.43170
C 3.54860 -0.22861 -1.45982
O 3.55905 -1.63477 -1.66255
C 4.85690 -2.09907 -1.83179
H 2.34225 3.15986 -4.32673
H 2.98889 2.50122 -2.83609
H 1.34679 3.12655 -3.05779
H 2.77872 0.46417 -4.18744
H 1.14353 1.05865 -4.72806
H -0.65673 0.98980 -3.50741
H -0.22071 1.72169 -2.02619
H -0.75813 0.04528 -1.96843
H 1.99791 -1.68613 -3.66920
H 0.33147 -1.30966 -3.95957
H 1.35580 -2.56051 -1.23066
H 0.50819 -3.39700 -2.42079
H -0.25084 -2.15109 -1.43333
H 1.54201 -0.31988 -0.67150
H 2.00631 1.28094 -1.14699
H 4.11658 0.13436 -0.60323
H 3.99503 0.34433 -2.27256
H 5.45182 -1.45374 -2.47810
H 4.98877 -3.13085 -2.15760
H 5.36326 -1.99487 -0.87219
Cl -0.81218 0.51419 0.92464
O -1.09590 1.75680 0.27790
O -2.07093 -0.28231 1.03324
O 0.19182 -0.21399 0.15978
O -0.23339 0.77973 2.20462
N -1.88639 -1.15005 -0.86820
C -1.94332 -2.23957 -1.63020
C -1.96620 -1.79161 -2.94554
C -2.02199 -0.42818 -2.95920
C -2.01308 -0.07546 -1.65064
H -1.78906 -1.16304 0.13701
H -1.88750 -3.21309 -1.16593
H -1.89930 -2.43329 -3.81167
H -2.01604 0.21976 -3.82322
H -1.92258 0.88822 -1.17155
N 1.83309 -0.75194 1.62116
C 2.61295 -1.32580 0.62544
C 3.72864 -1.82118 1.23251
C 3.67180 -1.53444 2.56751
C 2.46140 -0.89027 2.83007
H 1.09346 -0.09197 1.42755
H 2.38343 -1.27995 -0.42890
H 4.50521 -2.29084 0.64705
H 4.48404 -1.73108 3.25161
H 2.05828 -0.52363 3.76252
N -4.98913 -1.48152 1.16658
C -5.78333 -2.51380 0.79187
C -5.44639 -2.89444 -0.45723
C -4.37943 -2.07772 -0.89920
C -4.08513 -1.16956 0.14848
H -5.08448 -0.99742 2.04786
H -6.56982 -2.90354 1.42109
H -5.85627 -3.77943 -0.92110
H -3.92502 -2.16130 -1.87539
H -3.37828 -0.36005 0.25550
N 1.71623 1.86751 0.53275
C 0.96361 2.72623 -0.24321
C 1.83089 3.53261 -1.00235
C 3.15381 2.98956 -0.83612
C 3.02576 1.98032 0.08632
H 1.37091 1.34902 1.32774
H -0.09821 2.76897 -0.05059
H 1.42762 4.37636 -1.54259
H 4.12590 3.40452 -1.05806
H 3.80143 1.45455 0.62326
N -0.85543 2.53943 2.67391
C -0.05737 3.48597 3.24244
C -0.90113 4.48241 3.74505
C -2.12219 4.19427 3.26869
C -2.14430 2.89984 2.84952
H -0.52951 1.66121 2.29626
H 1.01262 3.34443 3.28081
H -0.62112 5.38917 4.26057
H -2.96766 4.86028 3.35811
H -2.93539 2.21236 2.58886
N -2.09277 -0.90931 3.17641
C -2.06757 -2.24744 3.49617
C -2.81703 -2.40281 4.62576
C -3.36460 -1.11679 4.96509
C -2.86371 -0.22554 4.04610
H -1.51978 -0.47783 2.46535
H -1.51505 -2.97576 2.92113
H -2.91969 -3.33916 5.15407
H -4.05299 -0.90739 5.77049
H -3.10919 0.81673 3.90531
```

The calculation puts the lowest unoccupied orbital energy at 0.19 eV. For the frontier orbital gap, the calculation gives 6.9 eV. The value obtained for the total energy is -2467.74733 Eh. Its HOMO energy is -6.70 eV.

Atomic partial charges in e from the Löwdin method, atoms 1 to 8:
1 C -0.06
2 C -0.10
3 N -0.12
4 C -0.03
5 C -0.05
6 C -0.04
7 C -0.11
8 C -0.20